Record 1
{"formula": "C23H23ClN6O2S", "method": "ωB97M-V/def2-TZVPD", "e_tot_ha": -2227.6935, "homo_lumo_gap_ha": 0.31979, "e_above_lowest_kj_mol": 30.9, "smiles": "Cc1nn(Cc2ccccc2)c(C)c1NC(=O)CSc1nnc(-c2cc(Cl)ccc2O)n1C", "elements": ["C", "H", "C", "H", "C", "H", "H", "C", "O", "N", "H", "N", "C", "C", "C", "O", "H", "H", "C", "H", "H", "N", "H", "H", "C", "H", "N", "H", "H", "N", "C", "H", "C", "C", "C", "C", "C", "C", "H", "H", "C", "C", "C", "N", "C", "H", "H", "H", "C", "Cl", "H", "C", "H", "S", "C", "H"], "positions_angstrom": [[-2.52, -2.17, 0.04], [3.98, -0.97, -0.32], [-1.30, 0.04, -1.96], [-1.11, -5.44, 1.55], [0.94, 2.19, 2.93], [-0.29, -1.43, -3.13], [-3.52, -4.92, 1.75], [-0.46, 0.64, 4.14], [1.43, 3.43, 2.86], [0.60, 1.57, -2.56], [-0.50, -1.78, -0.55], [2.27, 2.76, 0.46], [2.84, 1.31, -3.45], [3.00, -0.74, 0.10], [-1.17, -2.47, -0.05], [1.54, -0.49, -2.57], [0.39, -3.85, 0.40], [2.96, -1.09, 1.13], [-2.85, -4.24, 1.24], [0.77, 2.56, -2.65], [2.24, -1.26, -0.51], [-2.09, 1.19, -0.22], [-4.41, -2.85, 0.79], [-3.78, -0.45, 0.20], [-0.55, 1.20, -1.83], [1.88, 3.56, 2.00], [3.06, 2.76, -0.62], [0.73, -0.81, 1.33], [-1.11, 0.41, 4.97], [-2.20, 0.08, -0.95], [-0.24, -0.32, 3.16], [-1.58, -0.57, -3.97], [-0.79, 3.27, -0.25], [-3.14, -0.92, -0.55], [0.60, -0.06, 2.09], [-1.29, -1.01, -3.01], [2.09, 1.51, 0.86], [3.37, 1.52, -0.87], [-1.22, 4.01, -0.92], [-3.77, -1.20, -1.40], [1.60, 0.70, -2.83], [-1.11, 1.90, -0.74], [-3.36, -3.07, 0.70], [2.79, 0.68, 0.05], [-1.50, -4.53, 1.13], [-1.98, -1.81, -2.77], [-0.06, 2.65, 4.74], [3.11, 0.79, -4.37], [1.22, 1.19, 1.97], [-1.00, -1.87, 3.29], [-1.21, 3.40, 0.74], [0.12, 1.88, 4.01], [0.29, 3.43, -0.20], [4.23, 0.98, -2.29], [-0.67, -3.64, 0.48], [2.77, 2.38, -3.61]]}

=====

Record 2
{"formula": "C5H8N2", "method": "ωB97M-V/def2-TZVPD", "e_tot_ha": -304.6359, "homo_lumo_gap_ha": [0.31493, 0.33620], "e_above_lowest_kj_mol": 524.1, "elements": ["N", "H", "H", "H", "H", "H", "H", "C", "N", "H", "H", "C", "C", "C", "C"], "positions_angstrom": [[0.27, 0.69, 0.41], [-1.01, 2.47, 0.25], [-1.00, -1.82, -0.52], [3.35, 0.70, -0.42], [-1.56, -1.21, 1.03], [-2.60, -1.05, -0.41], [2.46, -0.34, -1.68], [2.58, -0.03, -0.65], [1.38, -1.24, 1.20], [-0.88, 0.58, -1.40], [-1.47, 1.30, 1.58], [2.08, -0.81, 0.34], [-0.99, 1.44, 0.61], [-1.57, -1.02, -0.04], [-0.93, 0.32, -0.34]]}

=====

Record 3
{"formula": "C35H20N10W", "method": "ωB97M-V/def2-TZVPD", "e_tot_ha": -1959.0935, "homo_lumo_gap_ha": 0.20502, "e_above_lowest_kj_mol": 1.2, "charge": 4, "elements": ["C", "C", "C", "C", "C", "H", "C", "H", "C", "H", "C", "W", "C", "N", "H", "C", "C", "C", "C", "N", "N", "N", "C", "C", "H", "H", "C", "H", "C", "H", "C", "C", "H", "C", "H", "H", "H", "N", "H", "C", "C", "H", "N", "N", "C", "C", "C", "H", "H", "C", "H", "H", "C", "H", "C", "C", "H", "C", "C", "N", "C", "N", "C", "N", "C", "C"], "positions_angstrom": [[4.12, -0.71, 0.29], [0.86, 6.32, -1.39], [-2.72, 1.14, -0.49], [-0.61, 4.06, -0.83], [0.22, -0.17, 4.70], [-2.36, 5.18, -1.39], [0.87, -6.24, -1.73], [7.41, 1.21, 0.75], [1.56, -5.12, -1.23], [-7.38, -1.20, -1.15], [-1.07, -2.72, -0.61], [-0.06, -0.02, 0.54], [-0.52, 6.32, -1.54], [-1.90, 0.01, -0.35], [-7.38, 1.25, -1.08], [-4.10, -0.69, -0.67], [-2.72, -1.12, -0.55], [-6.44, 0.72, -0.96], [-1.29, 5.18, -1.27], [-1.15, -0.04, 4.53], [2.40, 2.37, -0.01], [0.01, 1.95, -0.05], [0.79, -4.02, -0.89], [-0.51, -6.23, -1.88], [-5.26, 2.53, -0.79], [-2.44, 0.13, 2.85], [5.29, -1.44, 0.40], [7.41, -1.24, 0.67], [-0.60, -4.01, -1.04], [2.63, -5.13, -1.11], [-6.44, -0.67, -1.00], [2.76, -1.13, 0.05], [5.30, 2.50, 0.50], [6.48, 0.68, 0.62], [2.63, 5.19, -0.83], [-1.01, 7.22, -1.89], [0.67, -0.24, 5.68], [-2.33, 2.38, -0.54], [1.78, -0.29, 3.17], [-1.07, 2.75, -0.47], [0.79, 4.06, -0.67], [1.43, -7.12, -2.00], [2.40, -2.37, -0.14], [1.93, 0.00, 0.04], [-1.29, -5.11, -1.53], [6.48, -0.71, 0.58], [-5.26, 1.45, -0.79], [1.42, 7.22, -1.61], [-2.36, -5.11, -1.65], [-4.10, 0.72, -0.63], [-1.83, 0.01, 5.28], [5.30, -2.52, 0.35], [-5.26, -1.41, -0.86], [-1.01, -7.11, -2.26], [0.75, -0.19, 3.47], [1.55, 5.18, -0.95], [-5.26, -2.49, -0.92], [5.29, 1.42, 0.49], [2.76, 1.12, 0.12], [0.01, -1.95, -0.16], [1.16, -2.73, -0.37], [-2.33, -2.36, -0.67], [-1.44, 0.02, 3.25], [-0.30, -0.07, 2.53], [4.12, 0.70, 0.33], [1.16, 2.74, -0.22]]}